(1)
C38H31NO4P2Tc | ωB97M-V/def2-TZVPD

Properties
Lowest unoccupied orbital energy (alpha / beta)   -8.936 / -8.488 eV
Molar mass   725.617 g mol⁻¹
Kohn-Sham gap (alpha / beta)   3.7 / 4.2 eV
Spin multiplicity   4
Total charge   +2
Relative energy (zero: lowest compared OMol25 entry of this formula, charge and spin)   0.0 kcal per mole

Last column: Löwdin charge in e.
Positions of all 77 atoms, in Å:
Tc -0.44226 -0.49456 -0.28356  1.41
C 0.35416 -1.53961 2.67067  -0.22
P -1.20464 -0.88193 1.99318  0.99
C -2.53814 -1.89234 2.64141  -0.37
C -2.74333 -1.88672 4.02122  -0.07
C -3.75981 -2.65769 4.55707  -0.04
C -4.56914 -3.42519 3.72235  -0.04
C -4.36696 -3.42417 2.35268  -0.05
C -3.34788 -2.65465 1.80676  -0.09
C -1.45135 0.81356 2.58355  -0.38
C -2.64422 1.44130 2.20859  -0.09
C -2.86607 2.76611 2.54382  -0.04
C -1.90270 3.47495 3.25554  -0.03
C -0.71841 2.85868 3.63204  -0.05
C -0.48549 1.53138 3.29073  -0.09
C 0.84733 -2.45451 1.59106  -0.35
C 1.53570 -3.60453 1.58937  0.03
C 1.67789 -4.03280 0.20454  0.04
C 1.05092 -3.13220 -0.57307  -0.34
C 0.76515 -3.05089 -2.03948  -0.22
P 0.40697 -1.30622 -2.42314  1.01
C 1.92460 -0.55482 -3.03793  -0.37
C 2.17348 0.78943 -2.78267  -0.09
C 3.27823 1.41778 -3.34021  -0.05
C 4.14159 0.70030 -4.15620  -0.04
C 3.89618 -0.64230 -4.42104  -0.04
C 2.78684 -1.26865 -3.87168  -0.07
C -0.79030 -1.25986 -3.77173  -0.36
C -1.97928 -1.98059 -3.62734  -0.11
C -2.94120 -1.94440 -4.62313  -0.05
C -2.72723 -1.17944 -5.76304  -0.04
C -1.55547 -0.45201 -5.90576  -0.04
C -0.58533 -0.48504 -4.91142  -0.06
N 0.51695 -2.12614 0.25197  -0.19
H 0.20474 -2.05801 3.61338  0.11
H 1.03900 -0.70397 2.83820  0.08
H -2.12606 -1.27560 4.67229  0.12
H -3.92699 -2.65824 5.62634  0.12
H -5.36354 -4.02520 4.14785  0.12
H -4.99966 -4.01987 1.70837  0.12
H -3.18477 -2.65400 0.73522  0.09
H -3.40642 0.88783 1.66937  0.12
H -3.78819 3.25064 2.24865  0.12
H -2.08226 4.50961 3.52272  0.12
H 0.01812 3.40567 4.20991  0.12
H 0.43804 1.05365 3.59993  0.10
H 1.91329 -4.12089 2.46170  0.13
H 2.16100 -4.93824 -0.13935  0.13
H -0.12637 -3.62012 -2.30750  0.10
H 1.58423 -3.43148 -2.64335  0.10
H 1.49078 1.35244 -2.16184  0.08
H 3.45766 2.46985 -3.15153  0.12
H 5.00265 1.18814 -4.59689  0.12
H 4.56701 -1.20236 -5.06238  0.12
H 2.59554 -2.30793 -4.10967  0.11
H -2.15811 -2.58014 -2.73930  0.10
H -3.85415 -2.51627 -4.51528  0.12
H -3.48025 -1.14958 -6.54076  0.12
H -1.38958 0.14120 -6.79655  0.12
H 0.32832 0.08236 -5.03416  0.11
O -1.48198 3.36672 -0.56800  0.15
C -0.56853 2.61908 -0.40413  -0.52
O -0.63928 1.31511 -0.75932  -0.28
C 0.68814 3.06756 0.29060  -0.15
C 0.88269 4.48683 0.34549  0.01
C 1.94320 5.06398 0.99903  0.05
C 2.81256 4.17479 1.61800  -0.20
O 3.89887 4.44184 2.32024  0.07
C 4.45404 3.19705 2.78508  -0.05
O 3.59543 2.17224 2.24927  0.04
C 2.62436 2.76761 1.56945  -0.22
C 1.56072 2.18850 0.89933  0.01
H 0.14850 5.10674 -0.15265  0.13
H 2.09903 6.13396 1.03554  0.14
H 4.42426 3.16888 3.86766  0.14
H 5.45962 3.07558 2.39948  0.15
H 1.44756 1.11186 0.86443  0.09

(2)
C38H32AsCl2N2O7V | ωB97M-V/def2-TZVPD

Properties
Lowest unoccupied orbital energy (alpha / beta)   2.375 / 2.375 eV
Molar mass   825.453 g mol⁻¹
Kohn-Sham gap (alpha / beta)   5.9 / 5.3 eV
Spin multiplicity   2
Total charge   -1
Relative energy (zero: lowest compared OMol25 entry of this formula, charge and spin)   0.0 kcal per mole

Last column: Löwdin charge in e.
Positions of all 83 atoms, in Å:
V 0.40356 1.03309 -1.56454  0.85
O -0.90219 -0.72431 -1.79914  -0.11
C -2.27839 -0.32230 -1.85400  -0.18
C -2.47716 0.63974 -0.70480  -0.15
N -1.54677 1.77749 -0.73897  -0.22
C -1.27835 2.22633 0.62858  -0.10
C -0.18701 1.35590 1.27542  -0.66
O -0.17394 1.24203 2.49607  0.00
O 0.63684 0.83210 0.44766  -0.14
C -1.97186 2.83914 -1.65361  -0.08
C -1.56183 2.54556 -3.10585  -0.64
O -2.21111 3.03239 -4.01937  0.03
O -0.50654 1.81698 -3.21340  -0.14
H -0.61217 -1.05531 -2.65856  0.12
H -2.92971 -1.18895 -1.70449  0.12
H -2.49889 0.13781 -2.81925  0.13
H -2.28750 0.09112 0.21995  0.09
H -3.52168 0.98136 -0.68728  0.14
H -2.17654 2.21439 1.25691  0.13
H -0.89867 3.24718 0.60450  0.09
H -1.43133 3.74845 -1.38172  0.11
H -3.04444 3.05352 -1.57919  0.13
C -0.92342 -2.57441 6.23299  -0.11
C -1.17112 -1.37471 5.58040  -0.09
C -1.11983 -1.30955 4.19520  -0.11
C -0.84206 -2.45462 3.45035  -0.37
C -0.57983 -3.65107 4.10869  -0.10
C -0.61929 -3.70934 5.49582  -0.10
As -0.84897 -2.23601 1.49987  1.42
C -2.68484 -2.86776 1.23544  -0.32
C -3.84807 -2.13343 1.40893  -0.11
C -5.08001 -2.71163 1.13126  -0.09
C -5.14360 -4.01991 0.66664  -0.09
C -3.98309 -4.75676 0.48639  -0.03
C -2.74708 -4.18696 0.77507  -0.20
C -1.43567 -4.84606 0.63777  -0.20
C -1.22002 -6.14997 0.20308  -0.03
C 0.07230 -6.64363 0.11652  -0.09
C 1.15717 -5.84204 0.45049  -0.09
C 0.94931 -4.53690 0.87682  -0.10
C -0.34230 -4.04394 0.98305  -0.35
H -0.95189 -2.62125 7.31476  0.09
H -1.38071 -0.47834 6.15056  0.10
H -1.23356 -0.35403 3.69695  0.07
H -0.35145 -4.54609 3.54241  0.09
H -0.41097 -4.64544 5.99989  0.10
H -3.80101 -1.11272 1.77280  0.10
H -5.99045 -2.14280 1.27276  0.10
H -6.10425 -4.46668 0.44302  0.10
H -4.04666 -5.77507 0.12223  0.10
H -2.05602 -6.78302 -0.06888  0.10
H 0.23687 -7.65885 -0.22215  0.10
H 2.16429 -6.22972 0.36657  0.10
H 1.79447 -3.90430 1.12058  0.11
Cl 1.49619 4.51370 0.43207  0.79
C 1.17912 4.78614 -1.25037  -0.59
C 0.44587 5.89870 -1.62293  -0.12
C 0.14430 6.10471 -2.96022  -0.08
C 0.60960 5.22117 -3.91890  -0.10
C 1.37810 4.13645 -3.53553  -0.58
Cl 2.00795 3.07602 -4.74848  0.77
C 1.65250 3.86613 -2.19103  -0.33
N 2.31758 2.69047 -1.79770  0.04
C 3.63451 2.78673 -1.23124  -0.19
C 4.29641 4.00627 -1.17190  -0.05
C 5.58320 4.09037 -0.66307  -0.09
C 6.22517 2.94388 -0.22873  -0.10
C 5.56425 1.72685 -0.30352  -0.04
C 4.26648 1.61623 -0.78940  -0.14
C 3.58532 0.27353 -0.79114  -0.05
C 3.15509 -0.22147 -2.18866  -0.63
O 3.96896 -0.81018 -2.88601  0.03
O 1.92610 0.00964 -2.50790  -0.15
H 0.09690 6.57947 -0.85871  0.10
H -0.45879 6.95284 -3.25414  0.10
H 0.37868 5.35975 -4.96505  0.11
H 2.35921 2.01841 -2.56529  0.07
H 3.80551 4.90020 -1.53504  0.11
H 6.08008 5.05132 -0.62037  0.10
H 7.23291 2.99170 0.16397  0.09
H 6.06242 0.82503 0.03105  0.11
H 2.71682 0.31256 -0.13122  0.10
H 4.28701 -0.46333 -0.40178  0.11